Molecular formula: C8H6MnO6
Method: DFT, the ωB97M-V functional and the def2-TZVPD basis

Summary:
Spin multiplicity = 5
⟨S²⟩ = 6.04
HOMO-LUMO gap (spin up / spin down) = 8.86 / 3.61 eV
LUMO (spin up / spin down) = -13.796 / -19.808 eV
Net charge = +3

The geometry in XYZ format:
```
21
Properties=species:S:1:pos:R:3:lowdin_spin:R:1
O -0.430 -3.964 -1.778 0.0016
C -0.264 -2.873 -1.509 0.0215
Mn 0.239 0.567 -1.758 2.5403
O 0.507 0.601 -4.690 0.1581
C 0.400 0.639 -3.527 0.0377
C 0.435 2.263 -1.218 0.0244
O 0.569 3.384 -0.897 0.0490
C 1.945 0.171 -1.440 0.0021
O 2.963 -0.256 -1.005 0.0629
C -1.534 0.658 -1.731 0.0021
O -2.694 0.540 -1.523 0.0592
C 0.740 -1.040 2.274 0.2571
C -0.132 -0.087 1.498 0.1623
C -1.218 0.633 2.252 0.2496
O 0.065 0.155 0.239 0.1208
H 0.494 -1.013 3.348 0.0436
H 1.785 -0.750 2.179 0.0461
H 0.591 -2.069 1.940 0.0397
H -1.065 1.708 2.160 0.0434
H -2.198 0.348 1.862 0.0391
H -1.199 0.384 3.324 0.0395
```

Molecular formula: C8H6N2O2
Method: DFT, the ωB97M-V functional and the def2-TZVPD basis

Summary:
HOMO-LUMO gap (spin up / spin down) = 7.67 / 7.77 eV
LUMO (spin up / spin down) = -0.615 / -0.904 eV
Net charge = 0

The geometry in XYZ format:
```
18
Properties=species:S:1:pos:R:3:lowdin_charge:R:1
C -0.388 0.273 0.870 -0.0631
C 0.270 1.318 0.319 0.0372
C -0.247 -1.132 0.460 -0.0234
C 1.317 0.808 -0.663 -0.3650
C 0.602 -1.549 -0.586 -0.1746
C 1.791 -0.407 -0.186 -0.4545
C -1.734 1.532 -3.630 -0.4292
C 0.341 -0.851 -1.853 -0.0768
N 0.748 0.330 -1.773 0.0912
N 2.826 -0.761 0.228 0.2725
O -1.125 2.068 -4.461 0.2006
O -2.340 0.895 -2.880 0.1870
H -1.177 0.418 1.551 0.0868
H 0.011 2.386 0.350 0.1204
H -0.619 -1.944 1.092 0.1148
H 2.230 1.369 -0.835 0.1657
H 0.903 -2.586 -0.510 0.1423
H -0.586 -1.147 -2.513 0.1681
```

Molecular formula: C8H6N2OS2
Method: DFT, the ωB97M-V functional and the def2-TZVPD basis

Summary:
HOMO-LUMO gap = 8.90 eV
LUMO = -0.203 eV
Net charge = 0

The geometry in XYZ format:
```
19
Properties=species:S:1:pos:R:3:lowdin_charge:R:1
C -0.786 0.028 -1.153 -0.7777
C 0.194 -0.152 -2.146 -0.1908
C -0.858 1.765 -2.802 -0.4418
C 0.513 -0.661 1.070 -0.4189
C 1.511 -1.709 1.374 -0.0723
C 2.562 -1.290 1.922 -0.1507
C 2.785 -0.026 2.457 -0.0223
C 1.745 0.879 2.208 -0.1110
H 1.198 -0.935 -2.262 0.1832
H -0.837 2.621 -3.357 0.0408
H 1.313 -2.583 0.873 0.0826
H 3.457 -1.993 2.199 0.1542
H 3.641 0.275 3.136 0.1332
H 1.775 1.799 2.579 0.0645
N 0.136 0.942 -3.102 -0.0382
N 0.639 0.558 1.550 0.0999
O -2.192 -0.707 1.073 -0.5302
S -0.980 -1.142 0.242 0.9513
S -1.796 1.327 -1.396 1.0444
```

Molecular formula: C8H6NO2S
Method: DFT, the ωB97M-V functional and the def2-TZVPD basis

Summary:
HOMO-LUMO gap = 8.35 eV
LUMO = 3.291 eV
Net charge = -1
SMILES string = C[C@@](C#N)(C(=O)[O-])c1cccs1

The geometry in XYZ format:
```
18
Properties=species:S:1:pos:R:3:lowdin_charge:R:1
C 0.738 0.212 1.957 -0.2322
C -2.352 0.597 -1.318 -0.2539
C -1.601 -0.141 -0.346 -0.1748
C -1.694 1.607 -1.913 -0.3845
C -0.334 0.303 -0.351 -0.4177
C 2.289 0.541 0.285 -0.7206
C 0.938 -1.941 0.642 -0.0365
C 1.008 -0.411 0.637 -0.2498
N 0.650 0.741 2.959 0.1463
O 3.392 0.027 0.464 -0.0076
O 1.931 1.668 -0.052 -0.1598
S -0.036 1.653 -1.316 1.0671
H -3.399 0.544 -1.124 0.0751
H -2.100 -1.062 0.054 0.1164
H -1.924 2.500 -2.433 0.0307
H 0.945 -2.392 -0.394 0.1080
H 1.622 -2.355 1.237 0.0270
H -0.075 -2.093 1.012 0.0667
```

| no. | electronic energy (a.u.) |
| --- | --- |
| 1 | -1909.3463 |
| 2 | -568.2606 |
| 3 | -1289.4408 |
| 4 | -911.8702 |